{
  "formula": "C28H54NO5",
  "method": "wB97M-V/def2-TZVPD",
  "orbital_gap_ha": [0.3198, 0.3665],
  "e_tot_ev": -41636.3725,
  "spin_multiplicity": 2,
  "fmax_ev_per_a": 0.47,
  "symbols": ["C", "C", "C", "C", "C", "C", "O", "C", "C", "C", "C", "C", "C", "C", "C", "C", "C", "N", "O", "H", "H", "H", "H", "H", "H", "H", "H", "H", "H", "H", "H", "H", "H", "H", "H", "H", "H", "H", "H", "H", "H", "H", "H", "C", "C", "O", "C", "C", "H", "H", "H", "H", "H", "H", "H", "H", "H", "H", "C", "C", "O", "C", "C", "H", "H", "H", "H", "H", "H", "H", "H", "H", "H", "C", "C", "O", "C", "C", "H", "H", "H", "H", "H", "H", "H", "H", "H", "H"],
  "xyz": [[-3.6509, -0.8987, 2.3743], [-2.6155, -1.4848, 1.4202], [-3.3748, -2.1335, 0.2420], [-1.6959, -0.3525, 0.9471], [-0.4569, -0.8614, 0.2197], [0.3725, 0.2667, -0.3628], [-0.2071, 0.7493, -1.5843], [0.5853, 0.5841, -2.6921], [0.6704, -0.6521, -3.3030], [1.5148, -0.8150, -4.3959], [2.2474, 0.2493, -4.8818], [2.1172, 1.4953, -4.2912], [1.2875, 1.6605, -3.1925], [0.3267, -1.7267, 1.1950], [-0.4830, -2.9635, 1.6011], [-0.6664, -3.9144, 0.4005], [0.2784, -3.7249, 2.6777], [-1.7929, -2.4948, 2.1706], [-1.7972, -2.3576, 3.4392], [-4.2980, -0.2399, 1.7935], [-4.2516, -1.6790, 2.8365], [-3.1783, -0.2967, 3.1474], [-2.9111, -1.9397, -0.7237], [-4.3866, -1.7310, 0.2003], [-3.4790, -3.2045, 0.3835], [-2.2621, 0.3271, 0.3062], [-1.3568, 0.2115, 1.8217], [-0.7820, -1.4776, -0.6245], [0.4144, 1.1189, 0.3212], [1.3931, -0.0726, -0.5552], [0.0921, -1.4785, -2.9112], [1.6149, -1.7927, -4.8475], [2.9163, 0.0984, -5.7182], [2.6605, 2.3529, -4.6676], [1.1829, 2.6249, -2.7124], [0.5205, -1.1422, 2.1011], [1.2893, -2.0392, 0.7845], [-1.5947, -3.7806, -0.1307], [-0.6048, -4.9515, 0.7287], [0.1464, -3.7583, -0.3125], [-0.3334, -4.5237, 3.0915], [1.1517, -4.1792, 2.2045], [0.6234, -3.0693, 3.4726], [-4.4500, 1.4493, 8.4512], [-3.1161, 1.9815, 7.9550], [-2.0369, 1.0805, 8.1113], [-2.1596, -0.1578, 7.4308], [-2.2959, -0.0371, 5.9239], [-4.3774, 1.1526, 9.4984], [-5.2134, 2.2231, 8.3619], [-4.7868, 0.5855, 7.8768], [-2.8320, 2.8588, 8.5368], [-3.2015, 2.3060, 6.9111], [-2.9917, -0.7412, 7.8416], [-1.2450, -0.6986, 7.6743], [-3.2148, 0.4780, 5.6370], [-2.3157, -1.0258, 5.4662], [-1.4526, 0.5173, 5.5074], [-0.5802, 3.6354, -5.5459], [0.0665, 4.9721, -5.2324], [1.1312, 5.3185, -6.1009], [0.7996, 5.4365, -7.4724], [-0.2473, 6.4958, -7.7714], [0.1631, 2.8388, -5.5304], [-1.3376, 3.4017, -4.7957], [-1.0740, 3.6317, -6.5186], [0.5204, 4.9374, -4.2409], [-0.6871, 5.7675, -5.2058], [0.4880, 4.4674, -7.8790], [1.7374, 5.6990, -7.9623], [-1.2129, 6.2582, -7.3235], [-0.3947, 6.5748, -8.8490], [0.0727, 7.4675, -7.3931], [5.1578, -2.2836, 1.4281], [5.3467, -3.2169, 0.2444], [4.1550, -3.4941, -0.4696], [3.5065, -2.3768, -1.0454], [4.3305, -1.6143, -2.0678], [4.4097, -2.6830, 2.1145], [6.0994, -2.1748, 1.9670], [4.8382, -1.2872, 1.1199], [5.6921, -4.1896, 0.5945], [6.1188, -2.8281, -0.4295], [3.1528, -1.6928, -0.2628], [2.6192, -2.7894, -1.5297], [5.2153, -1.1511, -1.6288], [3.7180, -0.8201, -2.4987], [4.6570, -2.2754, -2.8718]]
}